[1]
This record from the OMol25 dataset describes a 3-piece molecular cluster, C3H12NO2S overall. The level of theory is wB97M-V/def2-TZVPD.

Last column: Löwdin charge in e.
Atoms and positions in Å:
C -0.06217 1.10206 -1.86635  -0.206
O 0.78959 0.72195 -2.86245  0.040
C -0.18255 -0.00217 -0.76925  -0.401
C -0.93884 0.64721 0.39257  -0.540
S -0.68662 -0.31575 1.81824  1.060
N -0.94517 -1.12776 -1.22242  0.120
H 0.35765 2.00655 -1.41817  0.141
H -1.08460 1.32445 -2.18389  0.151
H 0.29171 0.54252 -3.66919  0.128
H 0.84001 -0.27337 -0.43065  0.143
H -0.63603 1.62763 0.57347  0.067
H -2.04088 0.59885 0.23771  0.136
H 0.24320 -3.91185 5.50171  -0.006
H 0.65838 -4.29809 5.98334  0.009
H -1.34046 -1.63065 -0.41952  0.087
H -0.38918 -1.80735 -1.69240  0.105
H 3.12118 0.43819 1.78837  0.068
H 1.64564 0.08352 1.85393  -0.047
O 2.31828 0.42367 1.25281  -0.054

Values from the calculation:
M = 126.201 g mol⁻¹
Total charge = +1
Highest occupied orbital energy = -14.36 eV
Gap between HOMO and LUMO = 5.0 eV
Energy above the lowest of the compared OMol25 structures with the same formula, charge and spin = 145.1 kcal/mol

---

[2]
This record from the OMol25 dataset describes one molecule with the formula C14H15N5OS. The level of theory is wB97M-V/def2-TZVPD.

Last column: Löwdin charge in e.
Atoms and positions in Å:
C -2.91196 -0.65068 2.02995  -0.073
C -2.76168 -1.64428 0.84249  -0.338
C -3.60622 -2.90858 1.11653  -0.070
C -1.22369 -1.95817 0.53203  -0.323
N -0.47620 -2.29700 1.69569  0.061
C -0.49419 -0.90545 -0.24543  -0.223
N -0.46478 -0.91369 -1.55864  0.202
C 0.22962 0.03886 -2.22948  -0.454
O 0.15554 0.38659 -3.40697  0.077
C 1.49257 0.61890 -1.57586  -0.330
S 2.52316 2.20138 -1.95056  0.983
C 2.73682 2.60076 -0.17379  -0.394
C 3.73965 3.61806 0.29216  -0.190
C 3.63811 4.15646 1.60383  0.004
C 4.79219 4.87274 2.01914  -0.153
N 5.87643 5.07395 1.30007  0.013
N 5.93385 4.56919 0.05618  0.015
C 4.95858 3.83162 -0.48291  -0.067
C 1.81374 1.84208 0.63222  -0.004
C 1.08168 0.81986 -0.16790  -0.325
N 0.24502 0.07935 0.43234  0.153
H -3.93991 -0.39908 2.22944  0.060
H -2.31098 0.31044 1.85315  0.095
H -2.60212 -1.20335 2.96987  0.093
H -3.19875 -1.30488 -0.05729  0.108
H -3.50443 -3.74639 0.45370  0.072
H -3.27834 -3.23863 2.00258  0.020
H -4.71777 -2.61775 1.17034  0.115
H -1.12676 -2.88306 -0.07703  0.155
H 0.45563 -2.53006 1.43208  0.073
H -0.44394 -1.42972 2.22816  0.065
H 2.22767 -0.13831 -1.61169  0.118
H 2.78159 4.14172 2.35781  0.138
H 4.85529 5.35054 3.02884  0.118
H 4.99079 3.34703 -1.42610  0.077
H 1.58418 1.95991 1.73543  0.130

Values from the calculation:
SMILES = CC(C)[C@H](N)C1=NC(=O)[C@H]2SC(c3ccnnc3)=CC2=N1
M = 301.375 g mol⁻¹
Total charge = 0
Highest occupied orbital energy = -9.09 eV
Gap between HOMO and LUMO = 7.4 eV
Energy above the lowest of the compared OMol25 structures with the same formula, charge and spin = 118.7 kcal/mol

---

[3]
This record from the OMol25 dataset describes a 2-piece molecular cluster, CH2NO3S overall. The level of theory is wB97M-V/def2-TZVPD.

Last column: Löwdin charge in e.
Atoms and positions in Å:
C -1.68455 -0.75065 -0.21080  -0.630
N 1.48589 0.23667 0.46560  -0.385
O -2.45022 -0.77185 0.64295  0.126
O -1.12503 -1.14810 -1.12585  0.086
O -0.87779 1.25886 0.07814  -0.736
S 0.52037 1.15548 -0.62738  0.551
H 2.47052 0.60538 0.82526  0.048
H 1.66081 -0.58579 -0.04792  -0.060

Values from the calculation:
M = 108.098 g mol⁻¹
Total charge = -1
Highest occupied orbital energy = -2.12 eV
Gap between HOMO and LUMO = 6.0 eV
Energy above the lowest of the compared OMol25 structures with the same formula, charge and spin = 25.3 kcal/mol

---

[4]
This record from the OMol25 dataset describes a 2-piece molecular cluster, C27H47BBr4F3IN2O6S2 overall. The level of theory is wB97M-V/def2-TZVPD.

Last column: Löwdin charge in e.
Atoms and positions in Å:
C 2.36210 3.66861 1.47983  -0.086
C 1.14853 3.40497 0.58346  -0.356
C 0.12313 2.61611 1.40652  -0.071
C 1.52532 2.75885 -0.79332  -0.278
C 2.97964 2.28996 -0.91200  -0.059
C 0.61526 1.61057 -1.21748  -0.187
O 1.01562 0.44521 -0.51639  -0.078
C 0.48498 -0.80395 -0.89458  -0.517
C -1.02412 -0.88714 -0.73378  -0.133
C -1.48757 -1.00723 0.72713  -0.224
C -2.65887 -1.97323 0.89566  -0.484
S -4.17361 -1.26340 0.22592  0.957
C -5.45237 -1.89006 1.26802  -1.078
S -5.23297 -2.75694 2.63355  0.715
N -6.68871 -1.54506 0.73744  -0.215
C -6.97350 -0.10032 0.70147  -0.149
C -8.11631 0.14006 -0.30479  -0.179
O -8.82068 -1.05413 -0.56449  -0.127
C -9.11736 -1.71035 0.64606  -0.181
C -7.83445 -2.23552 1.32734  -0.191
O 1.09120 -1.70050 0.01328  -0.063
C 2.22240 -2.28959 -0.63126  -0.262
C 2.85041 -3.30941 0.31021  -0.134
C 4.08460 -2.76479 1.05372  -0.210
C 4.07238 -2.95112 2.55496  -0.819
F 5.24726 -2.47604 3.05172  0.000
Br 3.98065 -4.84990 2.99284  0.857
C 2.95442 -2.21508 3.35466  -0.915
F 3.32217 -2.13367 4.64485  0.045
F 1.79339 -2.89316 3.30409  0.016
Br 2.63900 -0.41877 2.70539  0.926
C 1.62763 -2.64826 -2.00606  -0.332
B 0.40590 -3.72902 -1.81078  -0.727
N 0.04437 -4.42766 -0.57450  0.186
O -0.31736 -3.98271 -2.93560  0.087
C 2.50171 -3.23673 -3.11590  -0.599
Br 2.75521 -5.17678 -2.81948  0.858
C 3.90200 -2.69583 -3.43595  -0.753
C 4.93130 -2.69983 -2.31613  -0.147
Br 3.81041 -0.91767 -4.24101  0.749
C 1.06202 -1.23552 -2.27888  -0.563
I -0.18333 -0.93751 -3.99145  1.017
H 2.83532 2.73813 1.80359  0.058
H 3.12488 4.26934 0.98214  0.074
H 2.04508 4.20068 2.37789  0.077
H 0.72241 4.39068 0.38844  0.105
H 0.45554 1.59206 1.58585  0.052
H 0.00804 3.09108 2.38303  0.081
H -0.86617 2.58939 0.94741  0.074
H 1.37360 3.52927 -1.55593  0.140
H 3.24419 1.60256 -0.10973  0.068
H 3.11444 1.74084 -1.84850  0.074
H 3.67457 3.12764 -0.90665  0.078
H 0.71491 1.46310 -2.29954  0.098
H -0.43513 1.84323 -1.01797  0.119
H -1.47839 -0.00546 -1.18704  0.104
H -1.39019 -1.73713 -1.32007  0.098
H -0.66943 -1.31031 1.37959  0.113
H -1.82844 -0.02341 1.05706  0.103
H -2.47449 -2.90463 0.35408  0.076
H -2.81262 -2.23381 1.94167  0.030
H -6.08470 0.45104 0.41112  0.085
H -7.27426 0.21306 1.70976  0.131
H -8.79841 0.89838 0.10125  0.122
H -7.73436 0.48438 -1.26349  0.125
H -9.64010 -1.01948 1.32224  0.122
H -9.80502 -2.52342 0.42651  0.124
H -7.71417 -3.30574 1.17422  0.114
H -7.89395 -2.04199 2.40423  0.097
H 2.94589 -1.47767 -0.79794  0.141
H 3.11022 -4.22837 -0.20985  0.077
H 2.08243 -3.56258 1.03940  0.097
H 4.98642 -3.27533 0.71370  0.116
H 4.23715 -1.70127 0.86510  0.093
H -0.21929 -3.79980 0.17634  0.069
H 0.74785 -5.06173 -0.21595  0.070
H -0.70561 -4.86777 -2.91372  0.121
H 1.91426 -3.19626 -4.03132  0.072
H 4.27574 -3.30827 -4.25158  0.068
H 5.93357 -2.73873 -2.73936  0.086
H 4.86818 -1.80684 -1.69832  0.066
H 4.80376 -3.58431 -1.69334  0.050
H 1.86688 -0.53347 -2.47420  0.014
O 1.40329 9.26758 -0.44090  -0.069
C 2.37445 8.56847 0.33551  -0.243
C 1.69876 7.66831 1.34589  -0.250
O 0.83366 6.74685 0.70556  -0.073
H 0.97764 9.92463 0.12072  0.091
H 2.94054 7.96793 -0.37649  0.124
H 3.05796 9.26354 0.83242  0.120
H 2.44023 7.09164 1.90068  0.118
H 1.13111 8.28001 2.06081  0.118
H 0.40994 7.22647 -0.01870  0.085

Values from the calculation:
SMILES = CC(C)[C@@H](C)CO[C@]1(CCCSC(=S)N2CCOCC2)O[C@@H](CC[C@](F)(Br)C(F)(F)Br)[C@](B(N)O)([C@H](Br)[C@H](C)Br)[C@H]1I.OCCO
M = 1074.141 g mol⁻¹
Total charge = 0
Highest occupied orbital energy = -8.54 eV
Gap between HOMO and LUMO = 8.8 eV

---

[5]
This record from the OMol25 dataset describes one molecule with the formula C17H15N5O2S. The level of theory is wB97M-V/def2-TZVPD.

Last column: Löwdin charge in e.
Atoms and positions in Å:
C -5.86015 4.51992 0.65886  -0.081
C -4.98095 3.45860 0.02172  -0.639
N -5.32149 2.84058 -1.09008  0.089
C -4.28908 1.97664 -1.49008  -0.280
C -3.15822 2.01305 -0.70183  -0.372
S -3.43773 3.04623 0.72598  1.072
C -2.00224 1.19183 -1.02537  -0.225
N -1.03401 1.04102 -0.13014  0.187
C -0.02878 0.21579 -0.42377  -0.335
N 0.94707 -0.01100 0.55974  -0.055
C 0.95751 0.84031 1.77797  -0.045
C 1.83233 -1.09686 0.54601  -0.233
C 1.86549 -1.96833 1.66082  0.001
C 2.73209 -3.06731 1.68488  -0.059
C 3.57251 -3.30018 0.58913  -0.004
C 3.55868 -2.46007 -0.54213  -0.158
N 4.39773 -2.75333 -1.65128  -0.301
O 4.22527 -2.08794 -2.72185  0.048
O 5.29029 -3.63354 -1.51522  0.049
C 2.72263 -1.33809 -0.50038  0.067
N 0.06330 -0.47144 -1.53422  0.139
C -0.87643 -0.35157 -2.42778  -0.064
C -1.96555 0.49002 -2.23928  -0.158
C -3.00978 0.68370 -3.26929  -0.137
C -4.40211 1.06434 -2.68593  -0.100
H -6.40069 4.03020 1.45587  0.069
H -5.22519 5.31828 1.06333  0.071
H -6.57188 4.89100 -0.11044  0.092
H 0.79509 1.88489 1.50865  0.075
H 0.14684 0.60236 2.49325  0.087
H 1.97498 0.81238 2.24379  0.105
H 1.14841 -1.79390 2.47253  0.120
H 2.72755 -3.76881 2.51639  0.107
H 4.24556 -4.18842 0.61987  0.128
H 2.61664 -0.61836 -1.33552  0.131
H -0.73077 -0.94606 -3.32745  0.129
H -2.64306 1.47898 -3.99271  0.144
H -3.12188 -0.21784 -3.86283  0.111
H -4.92000 0.17723 -2.42530  0.107
H -4.93660 1.59219 -3.48514  0.120

Values from the calculation:
SMILES = Cc1nc2c(s1)-c1nc(N(C)c3cccc([N+](=O)[O-])c3)ncc1CC2
M = 353.407 g mol⁻¹
Total charge = 0
Highest occupied orbital energy = -8.22 eV
Gap between HOMO and LUMO = 7.4 eV
Energy above the lowest of the compared OMol25 structures with the same formula, charge and spin = 6.1 kcal/mol

---

[6]
This record from the OMol25 dataset describes a 20-piece molecular cluster, C26H46Cl38NOS overall. The level of theory is wB97M-V/def2-TZVPD.

Last column: Löwdin charge in e.
Atoms and positions in Å:
S -1.76633 -2.72052 7.27280  0.510
N -2.32596 -1.57318 6.17908  -0.645
C -2.01200 -0.25961 6.56674  -0.411
O -3.18233 0.69456 6.52274  -0.110
C -4.37832 0.09239 6.24791  -0.339
C -4.76251 -0.11133 4.92848  -0.183
C -5.96468 -0.75391 4.65945  -0.122
C -6.78469 -1.14350 5.71170  -0.123
C -6.40975 -0.93089 7.03386  -0.102
C -5.19056 -0.31745 7.30106  -0.015
H -2.89277 -3.42185 7.58585  -0.212
H -1.58571 -0.17052 7.57655  0.066
H -1.30764 0.17850 5.83718  0.082
H -4.04169 0.19942 4.20186  0.020
H -6.23527 -0.93814 3.62485  0.070
H -7.71920 -1.63787 5.46085  0.086
H -7.05271 -1.25919 7.84257  0.090
H -4.88078 -0.17962 8.33037  0.113
C -5.24152 1.88183 1.34463  -0.988
Cl -5.83449 0.28119 0.85179  0.502
Cl -4.96653 1.94411 3.08604  0.659
H -4.29970 2.06665 0.83815  -0.071
H -5.97443 2.62925 1.06118  0.027
C -1.48142 3.19341 -0.16094  -0.972
Cl -2.23348 4.62852 0.54952  0.556
Cl -2.66877 2.17415 -0.98016  0.558
H -0.73926 3.50929 -0.88489  0.021
H -1.01631 2.61589 0.62998  0.036
C -1.97591 8.23819 -0.33006  -1.018
Cl -1.30907 8.18673 -1.96325  0.517
Cl -3.38544 9.30625 -0.22443  0.529
H -2.27517 7.23525 -0.05380  -0.041
H -1.21397 8.60381 0.34811  0.027
C -0.58370 -0.14653 -3.05016  -1.026
Cl 0.69394 0.54554 -4.06362  0.508
Cl -0.15555 -0.07398 -1.33595  0.509
H -1.49373 0.42212 -3.21357  -0.073
H -0.72766 -1.18394 -3.33102  0.032
C 2.23009 -2.85618 -1.81565  -1.028
Cl 3.88787 -2.58275 -1.26651  0.509
Cl 2.17707 -3.79404 -3.32220  0.503
H 1.70706 -3.40416 -1.03592  -0.088
H 1.76112 -1.89573 -1.98941  -0.033
C 5.85716 -3.20788 -4.57805  -1.016
Cl 7.29384 -4.20567 -4.30367  0.528
Cl 6.05903 -2.13643 -5.97251  0.516
H 5.01019 -3.85844 -4.75881  0.008
H 5.68096 -2.60298 -3.69621  -0.007
C -3.07007 -2.81552 1.99350  -0.990
Cl -2.36500 -1.64428 0.85070  0.443
Cl -2.75138 -2.33370 3.66319  0.613
H -4.13989 -2.86514 1.81690  0.017
H -2.60968 -3.78109 1.80761  0.009
C -4.32596 9.27259 3.27043  -1.027
Cl -5.40432 8.29526 4.26706  0.523
Cl -2.62403 8.97506 3.66699  0.532
H -4.48607 9.02189 2.22893  -0.037
H -4.54557 10.32001 3.44100  0.028
C -4.83777 0.07773 -3.18914  -1.046
Cl -4.55940 -1.57057 -2.62001  0.504
Cl -3.66888 0.55529 -4.43499  0.546
H -5.82980 0.13823 -3.61361  -0.033
H -4.74650 0.75536 -2.34733  -0.014
C -9.19478 0.34447 -2.26321  -0.999
Cl -7.76429 -0.66658 -2.05298  0.536
Cl -9.02155 1.44784 -3.63702  0.502
H -10.05121 -0.29579 -2.43759  0.025
H -9.33886 0.93039 -1.36287  0.028
C 1.84923 7.06525 -3.74666  -1.041
Cl 0.96903 6.87992 -5.26842  0.500
Cl 1.39030 5.83788 -2.56429  0.487
H 2.91030 6.97429 -3.94573  0.023
H 1.62343 8.04176 -3.33348  0.010
C 0.68034 -3.22124 2.29100  -0.992
Cl 2.34308 -2.91929 2.79940  0.505
Cl 0.61462 -4.19630 0.80274  0.550
H 0.16213 -3.75410 3.07989  0.028
H 0.19306 -2.27223 2.09956  -0.004
C 7.26288 -2.52310 1.04844  -1.020
Cl 8.91586 -2.22625 1.60300  0.499
Cl 7.22915 -3.46493 -0.44794  0.476
H 6.73168 -3.07425 1.81556  0.027
H 6.77959 -1.56991 0.86887  0.025
C 3.99650 -0.81032 6.02696  -1.029
Cl 4.77304 -0.86505 4.43319  0.460
Cl 2.51589 0.14328 6.00314  0.520
H 3.75260 -1.82383 6.32343  0.026
H 4.68992 -0.36515 6.73040  0.020
C 7.83777 -7.48072 -2.84853  -1.040
Cl 7.33931 -9.13210 -3.25074  0.498
Cl 7.98318 -7.23595 -1.10746  0.481
H 8.80271 -7.29054 -3.30521  0.025
H 7.09668 -6.79202 -3.23376  -0.025
C 4.13116 -2.74570 -9.46983  -1.021
Cl 5.40209 -3.61182 -10.34112  0.501
Cl 2.55582 -3.52428 -9.67616  0.518
H 4.37612 -2.73147 -8.41391  -0.014
H 4.07192 -1.73423 -9.85355  0.027
C 0.87132 -5.51214 -12.56742  -1.035
Cl 1.56626 -5.50268 -14.19345  0.495
Cl -0.60676 -4.54592 -12.47563  0.495
H 0.63265 -6.53431 -12.29921  0.025
H 1.59850 -5.09926 -11.87823  -0.027
C 12.01948 -6.46497 -0.25639  -1.023
Cl 12.78272 -6.52662 -1.85355  0.490
Cl 10.55875 -5.47873 -0.26083  0.478
H 11.75473 -7.47436 0.03692  0.024
H 12.72605 -6.04069 0.44702  0.022
C -0.82314 10.86538 6.23952  -1.045
Cl 0.86578 10.43575 6.54214  0.498
Cl -1.77210 10.89854 7.73002  0.500
H -0.85299 11.85043 5.78893  0.024
H -1.25495 10.12981 5.57138  -0.056

Values from the calculation:
M = 1767.941 g mol⁻¹
Total charge = -1
Highest occupied orbital energy = -3.10 eV
Gap between HOMO and LUMO = 4.5 eV